(1)
{
  "formula": "C15H14LuN2O4",
  "method": "wB97M-V/def2-TZVPD",
  "total_energy_ha": -2225.8937,
  "homo_energy_ev": -2.5,
  "e_above_lowest_kcal_mol": 1.27,
  "homo_lumo_gap_ev": 3.52,
  "charge": -1,
  "symbols": ["C", "C", "C", "C", "C", "Lu", "C", "C", "C", "N", "H", "H", "H", "H", "H", "H", "H", "H", "H", "H", "O", "C", "O", "C", "C", "C", "C", "C", "C", "N", "O", "O", "H", "H", "H", "H"],
  "positions_angstrom": [[0.9211, -1.1578, -1.7120], [-0.4768, -1.1249, -1.9996], [-1.1577, -1.8682, -0.9823], [-0.1685, -2.3644, -0.0724], [1.1122, -1.9199, -0.5210], [-0.1496, 0.2350, 0.1527], [-1.8297, 1.7598, -1.0145], [-0.6008, 1.9538, -1.5065], [0.4005, 2.4976, -2.1879], [1.7992, 0.8027, 0.2347], [-2.2278, -2.0816, -0.9500], [-0.9456, -0.6119, -2.8391], [-0.3557, -3.0325, 0.7682], [2.0619, -2.1410, -0.0375], [1.6947, -0.6740, -2.3019], [-2.5912, 1.1316, -1.5101], [2.6590, 1.2526, 0.5620], [-2.2430, 2.3689, -0.1888], [0.2451, 3.2977, -2.9240], [1.4468, 2.2013, -2.0289], [-0.5917, 1.5068, 2.0886], [-0.7930, 0.4129, 2.7194], [-0.8573, -0.7027, 2.0656], [-0.8811, 0.3227, 4.2081], [-0.5911, 1.4139, 5.0494], [-0.4606, 1.2187, 6.4215], [-0.6588, -0.0718, 6.9656], [-1.0073, -1.1514, 6.1300], [-1.1333, -0.9398, 4.7659], [-0.4118, -0.3284, 8.3445], [-0.0523, 0.6167, 9.0820], [-0.5619, -1.4993, 8.7680], [-0.4600, 2.4065, 4.6192], [-0.2074, 2.0393, 7.0914], [-1.1669, -2.1387, 6.5564], [-1.4069, -1.7720, 4.1179]]
}

***

(2)
{
  "formula": "C24H36NO2P2Tc",
  "method": "wB97M-V/def2-TZVPD",
  "spin_multiplicity": 4,
  "s2": 3.800,
  "total_energy_ha": -1904.4920,
  "homo_energy_ev": [-10.6, -10.8],
  "homo_lumo_gap_ev": [7.88, 5.41],
  "charge": 1,
  "symbols": ["C", "C", "N", "C", "C", "C", "C", "P", "Tc", "P", "C", "C", "C", "C", "C", "C", "C", "O", "O", "H", "H", "H", "C", "C", "H", "H", "H", "H", "C", "C", "H", "H", "H", "H", "H", "H", "H", "H", "H", "H", "H", "H", "H", "H", "H", "H", "H", "H", "H", "H", "H", "H", "C", "C", "C", "C", "C", "C", "C", "H", "H", "H", "H", "H", "H", "H"],
  "positions_angstrom": [[3.4354, 0.1722, -2.5217], [2.4820, 0.4262, -1.5063], [1.7521, -0.6242, -0.9754], [2.0056, -1.8679, -1.3762], [3.0245, -2.1551, -2.2518], [3.7118, -1.1279, -2.8752], [2.3116, 1.6915, -0.9008], [1.1995, 1.9340, 0.5096], [0.1314, -0.1510, 0.3747], [-0.5246, -2.3577, -0.3154], [1.1103, -2.9244, -0.8378], [-1.6494, 0.6475, 1.2574], [-1.5472, 1.4529, 2.3969], [-2.6958, 1.8136, 3.1037], [-3.9675, 1.4712, 2.6336], [-4.0771, 0.7719, 1.4257], [-2.9254, 0.4143, 0.7147], [0.3497, 3.6371, -4.5787], [-3.2218, 2.3584, -2.5815], [3.8987, 1.0409, -2.9966], [3.1529, -3.2036, -2.4529], [4.4733, -1.3653, -3.6051], [2.4811, 2.5349, 1.7396], [0.2612, 3.5164, 0.2742], [0.8950, -3.7070, -1.5438], [1.5420, -3.3894, 0.0318], [1.2520, 3.7631, -4.2948], [3.0287, 2.4996, -1.1533], [-1.2083, -3.4723, 0.9051], [-1.5965, -2.4871, -1.7714], [-0.5709, 1.7920, 2.7511], [-2.5965, 2.3718, 4.0369], [-4.8604, 1.7648, 3.1961], [-5.0639, 0.5586, 1.0085], [-3.0042, -0.0055, -0.2872], [-0.7749, 0.5534, -0.7888], [-3.0274, 2.5072, -1.6475], [-2.3033, 2.3930, -2.8922], [0.2841, 2.7951, -5.0723], [-0.6719, -0.4156, -1.1211], [2.8673, 3.5168, 1.4049], [2.0590, 2.6379, 2.7549], [3.3046, 1.8011, 1.7457], [0.8895, 4.3936, 0.0392], [-0.4815, 3.3643, -0.5202], [-0.2746, 3.7278, 1.2107], [-1.5493, -3.5466, -2.0469], [-2.6308, -2.1859, -1.5473], [-1.2348, -1.8695, -2.6033], [-1.3076, -4.4337, 0.3842], [-0.5033, -3.5381, 1.7420], [-2.1745, -3.0774, 1.2508], [1.4141, -0.6345, 2.0098], [0.7495, -1.2904, 3.2160], [-0.6255, -1.4925, 3.4639], [-1.0590, -2.0741, 4.6683], [-0.1179, -2.4777, 5.6220], [1.2539, -2.3258, 5.3655], [1.6659, -1.7683, 4.1610], [1.9861, 0.2457, 2.4110], [2.1998, -1.3460, 1.6421], [-1.3824, -1.1427, 2.7529], [-2.1336, -2.1840, 4.8705], [-0.4300, -2.9046, 6.5709], [2.0275, -2.6079, 6.0854], [2.7222, -1.6094, 3.9181]]
}

***

(3)
{
  "formula": "C4H10NO2",
  "method": "wB97M-V/def2-TZVPD",
  "smiles": "CN[C@@H](C[O-])CO",
  "total_energy_ha": -363.5679,
  "homo_energy_ev": -2.2,
  "e_above_lowest_kcal_mol": 98.23,
  "homo_lumo_gap_ev": 5.85,
  "charge": -1,
  "symbols": ["C", "N", "C", "C", "O", "C", "O", "H", "H", "H", "H", "H", "H", "H", "H", "H", "H"],
  "positions_angstrom": [[0.4520, -2.0077, -0.0075], [1.1646, -0.7782, 0.4322], [0.3392, 0.4872, 0.2263], [0.4660, 0.9301, -1.3259], [1.5967, 0.4646, -1.9674], [-1.0805, 0.4829, 0.8317], [-1.5981, 1.9641, 0.8192], [-0.2058, -2.4061, 0.8469], [1.1632, -2.8349, -0.0555], [-0.1330, -1.9302, -0.9624], [1.9879, -0.5012, -0.1004], [0.8818, 1.2158, 0.8098], [0.3056, 2.0161, -1.5065], [-0.4448, 0.5166, -1.8182], [-0.8313, 0.0976, 1.8124], [-1.9966, 0.0278, 0.3354], [-2.0669, 2.2553, 1.6299]]
}

***

(4)
{
  "formula": "C43H100BBrNO15P",
  "method": "wB97M-V/def2-TZVPD",
  "smiles": "CCOC(=O)CCC[C@@]1(CN)OC(=O)O[C@]1(B(C)O)P(O)Br.CCOCC.CCOCC.CCOCC.CCOCC.CCOCC.CCOCC.CCOCC.CCOCC",
  "total_energy_ha": -5821.9077,
  "homo_energy_ev": -9.0,
  "homo_lumo_gap_ev": 9.36,
  "charge": 0,
  "symbols": ["C", "C", "O", "C", "O", "C", "C", "C", "C", "C", "N", "O", "C", "O", "O", "C", "B", "C", "O", "P", "O", "Br", "H", "H", "H", "H", "H", "H", "H", "H", "H", "H", "H", "H", "H", "H", "H", "H", "H", "H", "H", "H", "C", "C", "O", "C", "C", "H", "H", "H", "H", "H", "H", "H", "H", "H", "H", "C", "C", "O", "C", "C", "H", "H", "H", "H", "H", "H", "H", "H", "H", "H", "C", "C", "O", "C", "C", "H", "H", "H", "H", "H", "H", "H", "H", "H", "H", "C", "C", "O", "C", "C", "H", "H", "H", "H", "H", "H", "H", "H", "H", "H", "C", "C", "O", "C", "C", "H", "H", "H", "H", "H", "H", "H", "H", "H", "H", "C", "C", "O", "C", "C", "H", "H", "H", "H", "H", "H", "H", "H", "H", "H", "C", "C", "O", "C", "C", "H", "H", "H", "H", "H", "H", "H", "H", "H", "H", "C", "C", "O", "C", "C", "H", "H", "H", "H", "H", "H", "H", "H", "H", "H"],
  "positions_angstrom": [[-1.6830, 4.4324, -6.3933], [-1.9136, 3.0196, -5.8612], [-0.7609, 2.5200, -5.1322], [-0.0450, 1.5546, -5.7281], [-0.0430, 1.3589, -6.9197], [0.7447, 0.7066, -4.7524], [0.2832, 0.7472, -3.2934], [0.7703, 1.9987, -2.5306], [-0.1325, 2.6058, -1.4167], [0.7163, 2.9491, -0.1941], [1.5712, 4.1073, -0.4607], [-0.6942, 3.8432, -1.9838], [-1.8896, 3.5789, -2.5055], [-2.6094, 4.3596, -3.0415], [-2.1940, 2.2556, -2.3511], [-1.4359, 1.8107, -1.1938], [-1.3676, 0.2289, -0.9885], [-0.1317, -0.5194, -0.3828], [-2.4787, -0.4703, -1.4322], [-2.7023, 2.4017, 0.1725], [-1.9960, 3.7505, 0.7754], [-2.4432, 0.9469, 1.8896], [-1.6957, 4.4517, -7.4865], [-2.4470, 5.1219, -6.0188], [-0.7131, 4.8000, -6.0383], [-2.1473, 2.3178, -6.6649], [-2.7319, 3.0011, -5.1347], [0.6998, -0.3031, -5.1732], [1.7989, 1.0211, -4.8011], [-0.8026, 0.6235, -3.2596], [0.7216, -0.1338, -2.8061], [1.7428, 1.7402, -2.0892], [0.9638, 2.8137, -3.2386], [0.0970, 3.1348, 0.6748], [1.3149, 2.0571, 0.0268], [2.5396, 3.8456, -0.5869], [1.5237, 4.7858, 0.2854], [0.0034, -1.4650, -0.9275], [-0.2997, -0.7849, 0.6697], [0.8109, 0.0345, -0.4181], [-2.4557, -0.6227, -2.3917], [-2.5779, 4.1244, 1.4585], [2.4631, -0.4255, 5.2083], [2.1662, -0.3512, 3.7185], [1.1545, 0.5879, 3.3803], [1.4112, 1.9089, 3.8204], [2.7136, 2.5034, 3.3135], [1.5636, -0.6684, 5.7754], [3.2079, -1.1947, 5.4134], [2.8524, 0.5227, 5.5819], [1.7945, -1.3090, 3.3520], [3.0896, -0.1369, 3.1667], [1.3900, 1.9614, 4.9152], [0.5579, 2.4880, 3.4612], [3.5823, 1.9532, 3.6775], [2.8117, 3.5353, 3.6559], [2.7453, 2.4958, 2.2282], [0.8464, 7.5632, -11.5923], [-0.1816, 7.0715, -10.5875], [-0.6790, 5.7729, -10.8520], [0.2800, 4.7286, -10.8640], [1.0332, 4.5582, -9.5574], [0.4337, 7.5454, -12.6019], [1.1358, 8.5872, -11.3529], [1.7514, 6.9544, -11.5853], [-1.0616, 7.7147, -10.6166], [0.2228, 7.1320, -9.5703], [0.9824, 4.8585, -11.6959], [-0.2975, 3.8285, -11.0759], [1.6376, 5.4330, -9.3120], [1.7041, 3.7009, -9.6226], [0.3415, 4.3834, -8.7331], [-5.5408, -2.4868, -4.9856], [-4.7853, -1.2147, -4.6457], [-3.3784, -1.3170, -4.8055], [-2.9111, -1.6258, -6.1090], [-3.3067, -0.6061, -7.1623], [-5.1796, -3.3200, -4.3813], [-6.6034, -2.3469, -4.7845], [-5.4370, -2.7592, -6.0366], [-4.9259, -0.9704, -3.5923], [-5.1775, -0.3705, -5.2228], [-3.2348, -2.6309, -6.4017], [-1.8236, -1.6572, -6.0252], [-4.3885, -0.5430, -7.2856], [-2.8810, -0.8789, -8.1288], [-2.9415, 0.3850, -6.8878], [-0.8856, -4.0301, -12.5945], [-1.5954, -2.9210, -11.8374], [-1.9048, -3.2407, -10.4924], [-0.8047, -3.5458, -9.6545], [0.2012, -2.4145, -9.5193], [-1.4797, -4.9448, -12.5795], [-0.7354, -3.7301, -13.6322], [0.0942, -4.2554, -12.1714], [-2.5614, -2.7181, -12.3002], [-1.0160, -1.9923, -11.8915], [-0.3091, -4.4661, -9.9848], [-1.2416, -3.7583, -8.6778], [0.6778, -2.1688, -10.4689], [0.9882, -2.6921, -8.8172], [-0.2923, -1.5131, -9.1519], [0.6511, -4.2895, 8.2405], [1.6152, -4.2736, 7.0696], [2.7205, -3.4081, 7.2487], [3.5465, -3.6805, 8.3667], [4.1873, -5.0579, 8.3480], [0.2863, -3.2818, 8.4489], [-0.1997, -4.9293, 8.0090], [1.1190, -4.6642, 9.1526], [1.1152, -3.8961, 6.1782], [1.9499, -5.2917, 6.8375], [2.9926, -3.5331, 9.3011], [4.3207, -2.9132, 8.3313], [3.4451, -5.8556, 8.3979], [4.8494, -5.1677, 9.2079], [4.7739, -5.1964, 7.4386], [2.1925, 7.1516, 5.8127], [3.3551, 6.2462, 6.1846], [4.3286, 6.1056, 5.1651], [4.9662, 7.3006, 4.7466], [5.7142, 8.0292, 5.8495], [1.7015, 6.7911, 4.9075], [1.4618, 7.1666, 6.6221], [2.5109, 8.1796, 5.6366], [2.9856, 5.2356, 6.3622], [3.8178, 6.5845, 7.1186], [4.2481, 7.9740, 4.2648], [5.6673, 6.9814, 3.9752], [5.0471, 8.3810, 6.6373], [6.2232, 8.9002, 5.4352], [6.4597, 7.3750, 6.3033], [-1.6381, -5.3462, 13.0394], [-0.6786, -5.3253, 11.8619], [0.4364, -4.4685, 12.0368], [1.2862, -4.7679, 13.1297], [1.9207, -6.1469, 13.0674], [-2.0023, -4.3403, 13.2525], [-2.4921, -5.9841, 12.8089], [-1.1707, -5.7352, 13.9448], [-1.1896, -4.9438, 10.9774], [-0.3472, -6.3419, 11.6198], [0.7573, -4.6345, 14.0804], [2.0631, -4.0038, 13.0905], [1.1788, -6.9446, 13.1189], [2.6039, -6.2768, 13.9075], [2.4839, -6.2673, 12.1405], [-4.1507, -6.9722, 3.5233], [-3.4743, -6.4447, 4.7768], [-2.1111, -6.1007, 4.6016], [-1.8421, -5.0908, 3.6443], [-2.5042, -3.7557, 3.9367], [-3.6172, -7.8418, 3.1376], [-5.1753, -7.2666, 3.7535], [-4.1930, -6.2221, 2.7327], [-3.4661, -7.2191, 5.5447], [-4.0376, -5.5976, 5.1850], [-2.1102, -5.4336, 2.6383], [-0.7593, -4.9791, 3.6576], [-3.5923, -3.8247, 3.9075], [-2.1998, -3.0232, 3.1878], [-2.2150, -3.3848, 4.9215]]
}

***

(5)
{
  "formula": "C3H4N2O",
  "method": "wB97M-V/def2-TZVPD",
  "smiles": "Oc1cc[nH]n1",
  "total_energy_ha": -301.4106,
  "homo_energy_ev": -8.9,
  "e_above_lowest_kcal_mol": 48.08,
  "homo_lumo_gap_ev": 9.91,
  "charge": 0,
  "symbols": ["O", "C", "C", "C", "N", "N", "H", "H", "H", "H"],
  "positions_angstrom": [[-1.3904, -0.8890, -1.5889], [-0.5798, -0.3334, -0.6671], [0.8382, -0.4860, -0.5350], [1.0783, 0.0804, 0.6942], [-0.0656, 0.5872, 1.1683], [-1.1067, 0.3462, 0.3305], [-2.2953, -0.6848, -1.2977], [1.6243, -0.0675, -1.1427], [2.0293, 0.1128, 1.2054], [-0.1323, 1.3342, 1.8329]]
}

***

(6)
{
  "formula": "C8H10O3ReS7SbSe2",
  "method": "wB97M-V/def2-TZVPD",
  "total_energy_ha": -8445.4607,
  "homo_energy_ev": [-1.3, -1.3],
  "e_above_lowest_kcal_mol": 0.00,
  "homo_lumo_gap_ev": [5.64, 5.73],
  "charge": -2,
  "symbols": ["Re", "O", "C", "C", "C", "O", "C", "Se", "C", "Se", "H", "H", "H", "H", "H", "H", "H", "H", "H", "H", "S", "Sb", "S", "S", "O", "C", "S", "C", "C", "S", "S", "S"],
  "positions_angstrom": [[-0.4140, 1.2231, -1.7300], [1.4819, -1.1419, 0.9233], [0.7698, -1.9403, 1.8046], [-0.6476, -1.4287, 2.1340], [-1.1014, -2.0694, 3.4501], [-2.4528, -1.8648, 3.7700], [-0.7334, 0.1049, 2.1238], [-0.2940, 2.8796, -0.0379], [-1.6421, -1.6557, 0.9901], [-0.3797, -1.0619, -2.1732], [0.9864, -1.0512, 0.0895], [1.3642, -1.9535, 2.7254], [0.6929, -2.9753, 1.4302], [-0.4590, -1.6871, 4.2604], [-0.9647, -3.1555, 3.3868], [-2.6838, -0.9509, 3.5601], [0.2057, 0.5998, 1.8689], [-1.1803, 0.5701, 3.0009], [-2.5675, -2.1397, 1.2887], [-1.2430, -2.1186, 0.0846], [-4.1053, 3.0319, 0.9987], [-2.7790, 3.6170, -0.7464], [-2.6623, 1.5858, -2.1991], [-1.9151, 0.1310, 0.7274], [5.0823, 1.7953, -5.8501], [4.1666, 1.7502, -5.0720], [2.5347, 2.2878, -5.4609], [1.8038, 1.8976, -3.9110], [2.6077, 1.3781, -2.9485], [2.1077, 0.9944, -1.3695], [4.2954, 1.1487, -3.4128], [0.1260, 2.1990, -3.7059]]
}